# 1
28
Properties=species:S:1:pos:R:3:nbo_charge:R:1 method="wB97M-V/def2-TZVPD" charge=0 homo_ha=-0.304 gap_ev=7.48 de_lowest_kj_mol=711.2
Si 1.400 -1.840 -1.014 1.076
Si -1.787 -1.933 0.528 0.813
N 1.415 -0.924 0.429 -1.070
C -2.249 -0.263 -0.237 -0.779
C -3.017 -0.461 -1.554 -0.620
C -3.172 0.688 0.614 -0.617
C 2.533 1.127 -0.656 -0.642
C 2.302 0.921 1.901 -0.591
C 1.606 0.529 0.558 -0.009
H 2.591 2.240 -0.504 0.220
H 3.273 0.518 1.976 0.208
H 0.743 -1.081 1.160 0.379
H -2.412 -0.988 -2.395 0.219
H -3.126 1.595 0.093 0.211
H -4.110 0.107 1.008 0.211
H 1.918 0.782 -1.575 0.199
H 2.311 2.109 1.885 0.194
H 3.565 0.759 -0.912 0.225
H 0.692 1.027 0.587 0.165
H 2.785 -1.603 -1.601 -0.160
H -2.622 0.852 1.512 0.209
H 1.203 -3.151 -0.457 -0.169
H -1.969 -1.488 2.067 -0.296
H -1.286 0.343 -0.399 0.228
H -3.853 -1.078 -1.074 0.200
H 0.199 -1.404 -1.708 -0.209
H -3.305 0.546 -1.898 0.210
H 1.773 0.568 2.685 0.196

---

# 2
30
Properties=species:S:1:pos:R:3:nbo_charge:R:1 method="wB97M-V/def2-TZVPD" charge=0 homo_ha=-0.313 smiles=CCNCCNCC.O.O gap_ev=8.91 de_lowest_kj_mol=305.7
O 2.250 1.206 1.586 -0.931
O -0.757 3.263 1.512 -0.943
N -1.073 -0.134 -0.173 -0.631
N 0.300 -1.847 -1.912 -0.610
C -2.098 0.555 2.064 -0.606
C -2.066 0.709 0.563 -0.208
C -0.969 0.143 -1.547 -0.216
C 0.333 -0.414 -2.115 -0.228
C 1.492 -2.436 -1.213 -0.244
C 2.027 -1.937 0.111 -0.652
H -1.138 0.815 2.419 0.157
H 1.313 -3.560 -1.163 0.201
H 1.884 -2.529 1.042 0.215
H -0.426 -2.155 -1.427 0.357
H -1.955 1.657 0.144 0.194
H -0.204 0.024 0.240 0.330
H 2.907 0.702 2.138 0.475
H 3.196 -1.802 0.090 0.206
H 0.261 -0.281 -3.226 0.188
H -1.769 -0.417 -1.988 0.184
H -2.799 1.224 2.660 0.236
H 1.171 0.090 -1.810 0.187
H -0.077 3.746 1.052 0.479
H -0.395 2.448 1.875 0.466
H -1.101 1.236 -1.892 0.160
H -2.188 -0.458 2.197 0.217
H 1.786 -0.942 0.177 0.204
H 1.441 0.751 1.833 0.458
H 2.386 -2.537 -1.967 0.185
H -3.147 0.381 0.235 0.170

---

# 3
33
Properties=species:S:1:pos:R:3:nbo_charge:R:1 method="wB97M-V/def2-TZVPD" charge=0 homo_ha=-0.343 smiles="C/C=C/CCC(=O)O.O.O.O.O.O" gap_ev=9.52 de_lowest_kj_mol=125.3
O 0.127 -0.178 3.060 -0.970
O 2.336 -1.765 -1.030 -0.990
O -2.310 -0.655 2.595 -0.960
O -2.504 -1.600 -0.661 -0.733
O -0.503 -2.145 0.059 -0.633
O 2.742 1.487 -0.192 -0.955
O 1.978 -1.910 1.633 -0.945
C -0.825 -1.192 -2.226 -0.508
C -1.187 -1.737 -0.854 0.823
C -1.128 0.340 -2.329 -0.417
C -0.627 1.038 -1.104 -0.251
C 0.200 3.017 0.113 -0.643
C -0.205 2.293 -1.121 -0.120
H 0.288 2.356 0.987 0.193
H 2.280 1.047 0.515 0.466
H 2.868 -1.896 -0.247 0.495
H -0.158 3.004 -1.936 0.197
H -2.321 0.107 2.004 0.471
H 1.103 -2.199 1.919 0.476
H -0.391 0.495 3.531 0.494
H 0.257 -1.270 -2.323 0.234
H 1.852 -0.969 1.830 0.473
H -0.314 0.398 -0.265 0.198
H -2.219 0.499 -2.413 0.218
H 1.162 3.522 -0.057 0.233
H -0.715 0.680 -3.283 0.224
H -1.316 -1.803 -2.990 0.246
H 1.391 -1.794 -0.818 0.485
H -3.058 -1.823 0.092 0.526
H 0.430 -0.796 3.731 0.479
H -0.491 3.809 0.417 0.212
H 2.864 0.881 -0.941 0.493
H -1.608 -1.241 2.306 0.488

---

# 4
39
Properties=species:S:1:pos:R:3:nbo_charge:R:1 method="wB97M-V/def2-TZVPD" charge=0 homo_ha="-0.150 / -0.119" gap_ev="3.84 / 2.79"
Cd -0.304 0.209 0.773 1.537
S -1.182 0.191 3.144 -0.369
O -0.086 -2.394 1.153 -0.975
O -3.458 -0.444 0.345 -0.616
O -1.216 2.281 0.461 -1.008
O 3.855 2.333 -1.209 -0.738
O 1.588 -0.473 -1.800 -0.613
N 1.723 0.672 1.695 -0.751
N 0.236 -0.434 -1.281 -0.580
N 1.628 -0.155 2.852 -0.453
N 0.616 -0.898 4.738 -0.792
N -2.144 -0.447 -0.286 -0.591
C -3.267 -1.311 -2.295 -0.653
C -2.066 -0.881 -1.530 0.034
C 0.444 -0.304 3.506 0.268
C -0.703 -0.937 -2.071 0.056
C 2.590 2.887 -0.865 -0.249
C -0.426 -1.472 -3.446 -0.654
H 0.572 -2.002 0.542 0.464
H 2.435 2.590 0.174 0.138
H 1.443 1.630 1.757 0.398
H 1.834 2.340 -1.435 0.188
H -1.122 -2.326 -3.626 0.216
H 4.162 2.754 -2.030 0.475
H -0.955 -2.054 0.859 0.485
H 2.495 -0.642 3.131 0.414
H 2.474 0.482 1.033 0.418
H -3.291 -0.167 1.280 0.452
H -1.415 2.074 1.424 0.470
H -3.116 -1.006 -3.354 0.213
H -1.848 1.690 -0.039 0.499
H 2.530 3.964 -0.996 0.184
H 0.639 -1.784 -3.495 0.232
H -0.631 -0.665 -4.190 0.204
H -4.167 -0.832 -1.847 0.233
H 2.134 0.105 -1.216 0.445
H -0.196 -0.996 5.297 0.421
H 1.544 -1.155 5.078 0.395
H -3.347 -2.423 -2.230 0.208

---

# 5
32
Properties=species:S:1:pos:R:3:nbo_charge:R:1 method="wB97M-V/def2-TZVPD" charge=+1 homo_ha=-0.442 gap_ev=9.27 de_lowest_kj_mol=130.3
O -0.921 -3.438 1.377 -0.973
O 2.626 0.108 1.925 -0.995
O 1.051 2.358 3.177 -0.956
N -0.428 0.211 -1.121 -0.489
N 2.119 -0.952 -0.495 -0.692
C -1.446 -0.673 -1.702 -0.217
C -2.436 0.710 0.045 -0.407
C 1.948 0.444 -1.009 -0.219
C -1.001 1.250 -0.248 -0.216
C -2.448 -0.719 -0.562 -0.402
C 0.723 0.552 -1.928 -0.229
H 1.368 -1.069 0.205 0.463
H 2.544 -0.089 2.864 0.504
H -1.017 2.185 -0.801 0.183
H -3.458 -0.804 -0.955 0.225
H 1.849 1.194 -0.243 0.224
H -0.905 -4.216 0.823 0.490
H -0.346 1.286 0.623 0.175
H -0.954 -1.628 -1.803 0.193
H 2.186 0.959 1.807 0.495
H -1.953 -0.340 -2.613 0.188
H -2.688 0.686 1.094 0.228
H 2.975 -1.023 0.055 0.476
H -1.772 -3.061 1.588 0.487
H -2.241 -1.454 0.204 0.202
H 2.837 0.594 -1.624 0.220
H 0.101 2.429 3.018 0.478
H 1.815 -1.667 -1.155 0.441
H -3.018 1.314 -0.647 0.216
H 0.871 -0.046 -2.825 0.217
H 1.322 3.284 3.141 0.484
H 0.698 1.612 -2.214 0.205

---

# 6
31
Properties=species:S:1:pos:R:3:nbo_charge:R:1 method="wB97M-V/def2-TZVPD" charge=0 homo_ha=-0.320 smiles=CCCN(C)CC.O.O.O gap_ev=9.27 de_lowest_kj_mol=68.6
O 3.391 -1.583 -0.405 -0.982
O 1.378 -3.392 0.234 -0.957
O 1.990 -0.205 -2.254 -0.957
N -0.346 0.644 -0.740 -0.494
C 0.371 1.140 0.427 -0.202
C -0.225 0.234 2.774 -0.612
C -1.139 -0.574 -0.464 -0.231
C -0.989 1.674 -1.562 -0.418
C -2.632 -0.394 -0.428 -0.645
C -0.432 1.357 1.749 -0.431
H 2.282 -3.231 -0.090 0.495
H 0.031 2.250 2.151 0.204
H -3.099 -0.283 -1.396 0.209
H 1.080 0.144 -2.127 0.499
H -0.842 -1.333 -1.193 0.188
H 0.884 -2.741 -0.277 0.455
H 0.777 -0.173 2.700 0.208
H -0.961 -0.543 2.580 0.203
H -0.784 -0.996 0.478 0.211
H 2.415 0.632 -2.508 0.472
H 1.179 0.438 0.616 0.190
H -3.227 -1.246 -0.088 0.229
H -0.486 0.491 3.802 0.214
H 2.813 -0.922 -0.864 0.499
H -1.822 1.245 -2.114 0.211
H -0.310 1.943 -2.378 0.180
H 0.796 2.105 0.170 0.195
H -2.987 0.399 0.234 0.209
H -1.487 1.517 1.534 0.205
H -1.224 2.574 -0.999 0.191
H 3.605 -1.174 0.439 0.465

---

| no. | molecular weight (g/mol) |
| --- | --- |
| 1 | 161.397 |
| 2 | 152.238 |
| 3 | 204.219 |
| 4 | 387.743 |
| 5 | 169.245 |
| 6 | 155.238 |